No. 1
{"formula": "C8H34BF4O9", "method": "the ωB97M-V functional and the def2-TZVPD basis", "elements": ["B", "F", "F", "F", "F", "C", "O", "H", "H", "H", "H", "C", "O", "H", "H", "H", "H", "C", "O", "H", "H", "H", "H", "C", "O", "H", "H", "H", "H", "C", "O", "H", "H", "H", "H", "C", "O", "H", "H", "H", "H", "C", "O", "H", "H", "H", "H", "C", "O", "H", "H", "H", "H", "O", "H", "H"], "positions_angstrom": [[7.824, -6.007, 32.767], [7.617, -6.256, 34.125], [9.093, -5.405, 32.630], [7.736, -7.149, 31.967], [6.890, -5.013, 32.337], [8.647, -4.079, 29.747], [7.365, -4.664, 29.666], [8.839, -3.436, 28.883], [8.784, -3.339, 30.543], [9.410, -4.853, 29.821], [7.157, -4.944, 30.579], [7.825, -2.818, 35.398], [7.848, -2.621, 33.985], [8.771, -3.084, 35.884], [7.540, -1.878, 35.873], [7.112, -3.619, 35.596], [7.877, -3.502, 33.597], [5.143, -9.804, 33.177], [5.784, -9.382, 31.983], [5.835, -10.205, 33.924], [4.537, -9.039, 33.669], [4.484, -10.602, 32.831], [6.187, -8.516, 32.127], [12.301, -6.315, 33.407], [11.461, -5.874, 34.479], [13.307, -5.952, 33.640], [12.357, -7.409, 33.445], [11.953, -5.948, 32.443], [10.589, -5.722, 34.099], [4.190, -4.347, 34.300], [5.208, -5.075, 34.971], [3.566, -3.933, 35.091], [4.627, -3.615, 33.623], [3.532, -5.040, 33.762], [5.890, -5.381, 34.360], [5.457, -1.770, 31.190], [6.194, -0.984, 30.250], [5.492, -2.813, 30.858], [5.895, -1.798, 32.189], [4.421, -1.448, 31.330], [5.605, -0.941, 29.491], [9.480, -8.298, 29.362], [9.706, -8.612, 30.722], [9.853, -7.302, 29.124], [9.961, -9.082, 28.776], [8.422, -8.366, 29.089], [9.122, -8.063, 31.279], [9.630, -9.639, 33.931], [10.776, -9.726, 33.097], [9.345, -8.587, 34.037], [8.735, -10.073, 33.468], [9.839, -10.061, 34.909], [10.497, -9.444, 32.202], [9.023, -5.812, 36.699], [9.791, -6.303, 37.010], [9.041, -5.916, 35.740]], "lowdin_charge": [-1.23, 0.14, 0.12, 0.14, 0.09, -0.18, -0.13, 0.07, 0.08, 0.06, 0.03, -0.15, -0.12, 0.07, 0.07, 0.06, 0.03, -0.17, -0.12, 0.07, 0.08, 0.07, 0.05, -0.14, -0.14, 0.07, 0.07, 0.08, 0.03, -0.15, -0.13, 0.07, 0.07, 0.07, 0.03, -0.16, -0.12, 0.07, 0.06, 0.07, 0.07, -0.13, -0.14, 0.07, 0.08, 0.08, 0.06, -0.15, -0.14, 0.06, 0.08, 0.07, 0.04, -0.06, 0.03, 0.00], "energy_ha": -1426.8946, "spin_multiplicity": 1, "de_lowest_kj_mol": 15.96, "charge": -1, "homo_energy_ev": -7.14}

No. 2
{"formula": "C8H34N10O9", "method": "the ωB97M-V functional and the def2-TZVPD basis", "elements": ["N", "C", "N", "O", "H", "H", "H", "H", "N", "C", "N", "O", "H", "H", "H", "H", "N", "C", "N", "O", "H", "H", "H", "H", "N", "C", "N", "O", "H", "H", "H", "H", "N", "C", "N", "O", "H", "H", "H", "H", "C", "C", "C", "O", "H", "H", "H", "H", "H", "H", "H", "H", "O", "H", "H", "O", "H", "H", "O", "H", "H"], "positions_angstrom": [[9.262, 9.233, 13.972], [10.073, 9.397, 12.980], [11.224, 9.802, 13.425], [9.841, 9.031, 11.805], [9.578, 9.548, 14.878], [8.374, 8.829, 13.708], [12.041, 9.691, 12.843], [11.306, 10.139, 14.374], [7.597, 6.876, 10.430], [7.154, 5.791, 9.879], [7.875, 5.435, 8.871], [6.221, 5.208, 10.330], [7.193, 6.901, 11.355], [8.334, 7.491, 10.115], [7.565, 4.582, 8.429], [8.677, 5.989, 8.604], [16.692, 4.628, 7.242], [15.762, 5.046, 6.392], [14.577, 5.184, 6.885], [16.039, 5.264, 5.242], [16.370, 4.279, 8.134], [17.588, 4.404, 6.833], [13.814, 5.542, 6.328], [14.398, 4.717, 7.762], [16.673, 7.713, 9.036], [16.833, 6.850, 10.049], [18.002, 6.255, 10.020], [15.962, 6.650, 10.876], [15.701, 7.755, 8.764], [17.382, 7.663, 8.318], [18.268, 5.647, 10.781], [18.663, 6.446, 9.280], [10.979, 6.374, 11.047], [11.678, 6.555, 9.945], [12.865, 6.024, 10.020], [11.305, 7.215, 8.976], [10.279, 7.056, 11.301], [11.227, 5.633, 11.687], [13.202, 5.393, 10.733], [13.501, 6.323, 9.294], [12.364, 4.249, 13.679], [11.971, 5.097, 14.955], [11.314, 6.487, 14.723], [11.194, 4.358, 15.727], [11.507, 3.963, 13.069], [12.975, 3.380, 13.925], [12.987, 4.907, 13.073], [12.834, 5.238, 15.606], [10.840, 6.982, 15.570], [10.550, 6.536, 13.946], [12.145, 7.130, 14.436], [10.303, 4.486, 15.393], [13.079, 8.943, 7.533], [12.998, 8.780, 6.593], [12.421, 8.374, 7.933], [9.961, 5.787, 6.618], [10.359, 6.272, 7.341], [10.655, 5.721, 5.963], [9.195, 9.495, 9.270], [9.510, 9.430, 10.171], [9.849, 9.025, 8.752]], "lowdin_charge": [0.18, -0.71, 0.18, -0.02, 0.12, 0.14, 0.14, 0.12, 0.17, -0.85, 0.19, 0.05, 0.11, 0.07, 0.13, 0.08, 0.16, -0.80, 0.18, 0.05, 0.10, 0.12, 0.12, 0.10, 0.17, -0.77, 0.16, 0.01, 0.10, 0.10, 0.12, 0.11, 0.20, -0.69, 0.20, -0.01, 0.07, 0.08, 0.11, 0.09, -0.03, -0.53, -0.05, -0.02, 0.07, 0.08, 0.05, 0.14, 0.08, 0.06, 0.07, 0.10, -0.06, 0.03, -0.03, -0.05, -0.02, 0.03, -0.06, -0.04, 0.01], "energy_ha": -1550.0616, "spin_multiplicity": 1, "charge": 0, "homo_energy_ev": -9.16}

No. 3
{"formula": "C8H35O9", "method": "the ωB97M-V functional and the def2-TZVPD basis", "elements": ["O", "H", "H", "H", "C", "O", "H", "H", "H", "H", "C", "O", "H", "H", "H", "H", "C", "O", "H", "H", "H", "H", "C", "O", "H", "H", "H", "H", "C", "O", "H", "H", "H", "H", "C", "O", "H", "H", "H", "H", "C", "O", "H", "H", "H", "H", "C", "O", "H", "H", "H", "H"], "positions_angstrom": [[-0.300, -0.289, -0.728], [-1.164, -0.368, -1.209], [0.535, -0.681, -1.081], [-0.433, -0.353, 0.259], [-0.404, 0.984, 3.987], [0.039, 0.070, 4.896], [-0.840, 0.521, 3.064], [0.527, 1.515, 3.470], [-0.900, 1.656, 4.280], [-0.011, -0.815, 4.505], [2.582, 1.479, 1.538], [1.447, 1.758, 0.765], [2.402, 1.889, 2.653], [3.291, 1.939, 0.991], [2.740, 0.391, 1.694], [1.373, 2.789, 0.559], [2.309, 2.077, -2.867], [2.413, 2.779, -4.059], [1.943, 1.049, -2.980], [1.480, 2.608, -2.468], [3.242, 2.221, -2.294], [1.742, 3.495, -3.917], [-1.611, -0.341, 2.811], [-1.702, 0.394, 1.545], [-2.409, -1.132, 2.741], [-1.471, 0.345, 3.656], [-0.675, -0.945, 2.880], [-1.752, 1.285, 1.786], [-2.348, 2.875, -0.893], [-2.316, 1.948, -1.906], [-2.418, 2.259, -0.048], [-3.212, 3.673, -1.030], [-1.351, 3.361, -0.992], [-1.853, 2.284, -2.557], [-3.237, -1.683, -1.355], [-2.270, -1.535, -2.321], [-4.289, -1.868, -1.790], [-3.455, -0.826, -0.717], [-3.050, -2.572, -0.778], [-2.662, -1.856, -3.202], [1.012, -3.409, 1.054], [-0.216, -2.682, 0.971], [1.116, -3.906, 1.853], [1.848, -2.823, 1.052], [1.133, -4.108, 0.334], [-1.038, -3.274, 1.050], [2.193, -2.277, -2.797], [2.160, -1.232, -1.778], [1.220, -2.672, -2.909], [3.016, -2.975, -2.414], [2.535, -1.968, -3.783], [3.093, -1.052, -1.524]], "lowdin_charge": [0.22, 0.12, 0.12, 0.13, -0.24, 0.02, -0.05, 0.15, 0.03, 0.10, -0.17, -0.20, 0.11, 0.03, 0.09, 0.16, -0.19, -0.12, 0.07, 0.05, 0.10, 0.10, -0.20, -0.06, 0.13, 0.01, 0.11, 0.06, -0.14, -0.07, 0.04, 0.13, 0.09, 0.00, -0.19, -0.14, 0.12, 0.08, 0.07, 0.15, -0.10, -0.12, 0.02, 0.07, 0.06, 0.14, -0.08, -0.18, 0.07, 0.12, 0.08, 0.11], "energy_ha": -1002.1204, "spin_multiplicity": 1, "charge": 1, "homo_energy_ev": -11.14}

No. 4
{"formula": "C8H36AsF6O10", "method": "the ωB97M-V functional and the def2-TZVPD basis", "elements": ["As", "F", "F", "F", "F", "F", "F", "O", "H", "H", "O", "H", "H", "C", "O", "H", "H", "H", "H", "C", "O", "H", "H", "H", "H", "C", "O", "H", "H", "H", "H", "C", "O", "H", "H", "H", "H", "C", "O", "H", "H", "H", "H", "C", "O", "H", "H", "H", "H", "C", "O", "H", "H", "H", "H", "C", "O", "H", "H", "H", "H"], "positions_angstrom": [[4.990, 5.507, 19.031], [6.081, 6.796, 19.387], [3.545, 6.677, 19.248], [3.853, 4.122, 18.762], [6.411, 4.330, 18.775], [5.038, 5.143, 20.859], [4.992, 5.906, 17.248], [5.046, 7.877, 16.708], [4.786, 7.360, 15.946], [5.150, 7.234, 17.410], [8.100, 5.361, 18.914], [7.269, 4.894, 19.001], [8.627, 4.808, 18.337], [5.997, 7.375, 21.760], [7.147, 7.126, 20.947], [5.639, 6.426, 22.160], [6.218, 8.067, 22.572], [5.204, 7.787, 21.136], [6.767, 6.613, 20.229], [5.625, 3.997, 15.614], [6.837, 4.356, 16.112], [5.452, 2.987, 15.243], [4.932, 3.844, 16.442], [5.216, 4.748, 14.938], [7.104, 3.732, 16.791], [2.203, 4.014, 17.205], [3.226, 4.759, 16.572], [1.231, 4.478, 17.370], [2.100, 3.122, 16.587], [2.346, 3.719, 18.244], [3.523, 5.415, 17.206], [4.780, 4.983, 23.215], [4.852, 5.978, 24.164], [4.199, 5.214, 22.322], [5.775, 4.852, 22.790], [4.414, 4.042, 23.625], [4.666, 5.592, 25.023], [1.846, 7.669, 17.784], [1.392, 8.665, 16.954], [1.491, 7.748, 18.812], [1.539, 6.671, 17.473], [2.933, 7.596, 17.806], [0.740, 8.165, 16.458], [2.676, 4.102, 20.868], [1.628, 3.240, 20.373], [3.574, 3.558, 20.575], [2.726, 5.071, 20.372], [2.629, 4.412, 21.912], [1.735, 2.440, 20.892], [1.706, 7.741, 21.319], [2.832, 8.029, 20.453], [1.336, 8.671, 21.749], [0.915, 7.098, 20.933], [2.116, 7.299, 22.228], [3.458, 7.321, 20.282], [6.039, 2.142, 18.947], [5.019, 2.660, 18.050], [5.653, 1.673, 19.852], [6.616, 1.397, 18.398], [6.790, 2.836, 19.324], [4.793, 3.544, 18.350]], "lowdin_charge": [1.32, -0.08, -0.23, -0.27, -0.19, -0.29, -0.24, -0.05, 0.04, -0.07, -0.03, -0.28, 0.03, -0.13, -0.11, 0.01, 0.09, 0.07, -0.19, -0.23, -0.09, 0.09, 0.02, 0.09, 0.07, -0.14, -0.14, 0.07, 0.10, 0.06, 0.00, -0.22, -0.09, 0.03, 0.09, 0.10, 0.08, -0.20, -0.07, 0.07, 0.07, 0.06, 0.07, -0.16, -0.10, 0.08, 0.05, 0.08, 0.08, -0.13, -0.16, 0.07, 0.07, 0.07, -0.09, -0.12, -0.13, 0.07, 0.08, 0.08, -0.14], "energy_ha": -3913.1783, "spin_multiplicity": 1, "de_lowest_kj_mol": 1796.42, "charge": -1, "homo_energy_ev": -6.06}

The calculation returns the following max |F| values, one per record and in order: 0.02669; 0.09346; 0.33444; 0.20829 Eh/bohr.